(1)
Below is C2H4NPS in the gas phase, with properties calculated with wB97M-V/def2-TZVPD.

Properties
M: 105.10 g/mol
largest force on an atom: 3.7 eV/A
ΔE to the lowest compared entry with this formula, charge and spin: 1.096 eV
SMILES: C1N=PCS1
orbital gap: 8.213 eV
E_tot: -23751.5408 eV

Geometry as XYZ:
```
9
Properties=species:S:1:pos:R:3:forces:R:3
C -0.318068 0.244740 1.284757 -1.480 -0.348 -0.870
N 0.766376 0.924717 0.821606 2.062 2.574 -1.780
P 1.342986 0.904647 -0.638946 -1.309 -1.156 0.937
C 0.081087 -0.407000 -1.302503 1.129 0.469 1.732
S -1.162119 -0.696922 -0.077759 -0.642 -0.030 -0.040
H 0.175199 -0.388796 1.967616 -0.656 -1.212 1.575
H -1.165204 0.864319 1.595771 0.727 0.058 0.892
H -0.243868 -0.094782 -2.231152 -1.156 0.767 -1.903
H 0.523612 -1.350924 -1.419390 1.326 -1.121 -0.543
```
Positions in Å, forces in eV/Å.

Here are the natural (NBO) charges for atoms 1 to 6, given in e: C -0.345; N -0.803; P 1.011; C -0.899; S 0.126; H 0.224

---

(2)
Below is C2H4O2 in the gas phase, with properties calculated with wB97M-V/def2-TZVPD.

Properties
M: 60.05 g/mol
largest force on an atom: 2.4 eV/A
ΔE to the lowest compared entry with this formula, charge and spin: 1.827 eV
SMILES: O=CCO
orbital gap: 10.680 eV
E_tot: -6232.4802 eV

Geometry as XYZ:
```
8
Properties=species:S:1:pos:R:3:forces:R:3
O 2.171993 0.606542 0.059826 -0.249 0.620 -0.116
C 1.214995 -0.099265 0.045054 -2.233 -0.960 0.049
C -0.345401 0.093360 0.091553 2.206 0.748 0.620
O -0.772027 1.414524 0.030926 -0.438 -0.492 -0.130
H 1.205541 -1.184793 0.009911 1.329 -1.113 0.014
H -0.700660 -0.605234 -0.671676 -0.373 0.177 -0.158
H -0.552027 -0.315737 1.072887 -0.429 -0.273 0.287
H -0.170195 1.730263 -0.630280 0.187 1.294 -0.565
```
Positions in Å, forces in eV/Å.

Here are the natural (NBO) charges for atoms 1 to 6, given in e: O -0.500; C 0.432; C -0.171; O -0.679; H 0.071; H 0.177